# 1
Here is a 32-piece molecular cluster, H64O32 overall from the OMol25 dataset. Energies are from ωB97M-V/def2-TZVPD.

```
96
Properties=species:S:1:pos:R:3:mulliken_charge:R:1
O -2.93 -4.02 -1.25 -0.6655
H -2.31 -3.45 -0.80 0.2598
H -2.39 -4.66 -1.71 0.3759
O -2.47 4.58 2.58 -0.5901
H -3.27 4.68 3.09 0.2639
H -2.10 3.75 2.88 0.2931
O 0.45 3.09 -4.65 -0.5998
H 0.29 3.39 -5.54 0.2530
H -0.41 2.84 -4.31 0.2528
O -1.16 -2.94 1.74 -0.5604
H -0.60 -2.48 2.36 0.1351
H -1.42 -3.74 2.19 0.2787
O 0.09 3.20 0.67 -0.3919
H -0.76 2.80 0.45 0.1327
H 0.34 3.69 -0.11 0.3669
O 4.77 2.69 -1.68 -0.6936
H 4.40 2.31 -0.88 0.3090
H 4.02 2.78 -2.27 0.4143
O -1.33 0.62 -4.93 -0.5119
H -1.63 0.64 -5.84 0.2295
H -1.09 -0.29 -4.78 0.2227
O 5.62 0.14 -0.29 -0.6733
H 4.76 0.45 0.01 0.4032
H 6.03 0.91 -0.67 0.2925
O 2.12 2.96 2.77 -0.6850
H 1.43 3.19 2.14 0.3235
H 2.61 3.78 2.89 0.2810
O 2.09 -5.05 1.96 -0.7236
H 3.01 -5.16 1.74 0.3380
H 2.03 -4.15 2.28 0.2956
O 4.80 -2.06 1.38 -0.5514
H 3.93 -1.88 1.73 0.2818
H 5.26 -2.52 2.09 0.2712
O 0.38 4.29 -1.84 -0.6093
H 0.96 4.01 -2.54 0.3111
H -0.32 4.76 -2.28 0.2352
O -0.61 -4.53 -2.47 -0.6428
H -0.25 -5.30 -2.90 0.3057
H -0.20 -4.53 -1.60 0.4735
O -1.80 1.85 3.06 -0.3334
H -1.37 1.39 3.78 0.2651
H -2.04 1.17 2.44 0.0668
O -4.45 -0.14 -1.24 -0.5063
H -5.09 0.36 -1.74 0.2300
H -4.79 -1.04 -1.25 0.2679
O 2.67 2.41 -3.39 -0.7450
H 2.63 1.48 -3.18 0.3904
H 1.86 2.57 -3.88 0.3255
O -3.60 -2.19 3.27 -0.7087
H -3.59 -2.62 2.42 0.2853
H -4.21 -1.46 3.16 0.3216
O 3.21 0.89 0.26 -0.5217
H 2.91 1.64 0.76 0.2365
H 2.47 0.67 -0.32 0.1046
O 0.30 -1.62 3.90 -0.8609
H 0.72 -0.75 3.91 0.3292
H 0.91 -2.18 4.37 0.2802
O -2.54 -0.16 1.27 0.3971
H -2.40 -1.04 1.64 -0.2303
H -3.10 -0.32 0.51 0.0421
O 2.06 -0.31 -2.40 -0.2285
H 1.30 -0.38 -1.83 0.1495
H 1.81 -0.78 -3.19 0.4982
O -4.85 2.46 2.79 -0.6183
H -4.15 1.81 2.85 0.2922
H -4.82 2.93 3.62 0.2836
O -1.45 0.23 -2.15 -0.3237
H -2.26 -0.22 -1.91 0.2332
H -1.55 0.44 -3.08 0.1368
O 1.42 0.96 4.46 -0.6622
H 1.27 1.40 5.29 0.2958
H 1.45 1.67 3.81 0.3593
O 0.43 -0.04 -0.20 0.0391
H -0.21 0.23 -0.86 -0.0641
H -0.04 0.04 0.63 0.0209
O 4.10 -2.09 -1.54 -0.5368
H 3.35 -1.53 -1.75 0.2829
H 3.84 -2.96 -1.85 0.2554
O -3.32 3.26 -3.23 -0.6519
H -2.80 3.04 -2.46 0.3198
H -3.98 2.57 -3.28 0.2819
O 0.43 -4.53 0.00 -0.6461
H 0.00 -4.10 0.74 0.2439
H 1.17 -4.99 0.39 0.3982
O 2.05 -1.81 1.48 0.1036
H 1.61 -1.45 0.71 0.0535
H 1.40 -1.75 2.18 0.1763
O -2.21 -0.90 5.10 -0.6688
H -2.84 -1.15 4.43 0.4358
H -1.36 -1.13 4.73 0.3582
O -2.33 2.21 -0.41 -0.4861
H -2.91 1.89 0.28 0.1350
H -2.23 1.46 -1.00 0.2685
O 1.01 -1.71 -4.43 -0.6315
H 0.23 -2.25 -4.32 0.3042
H 1.57 -2.22 -5.02 0.2551
```

Results
LUMO level = -0.92 eV
Maximum force = 1.43 eV Å⁻¹
Orbital gap = 0.2768 hartree

=====

# 2
Here is C27H24Cl2FeN2S2 as an isolated structure from the OMol25 dataset. Energies are from ωB97M-V/def2-TZVPD.

```
58
Properties=species:S:1:pos:R:3:nbo_charge:R:1
Fe 0.06 -0.06 -0.26 1.3894
S -3.31 -0.30 3.02 0.4766
C -2.29 -1.38 3.84 -0.3727
C -0.99 -1.26 3.46 -0.2377
C -0.79 -0.26 2.47 -0.0708
C -1.98 0.34 2.11 -0.2403
C -2.26 1.30 1.04 0.2127
C -3.36 2.16 1.10 -0.2299
C -3.61 3.03 0.07 -0.1095
C -2.74 3.07 -1.02 -0.2532
C -1.68 2.21 -1.02 0.0553
N -1.44 1.34 -0.03 -0.6250
H -2.70 -2.05 4.58 0.2554
H -0.18 -1.84 3.88 0.2417
H -4.01 2.14 1.97 0.2434
H -4.46 3.69 0.11 0.2401
H -2.89 3.76 -1.85 0.2439
H -0.97 2.20 -1.85 0.1963
C -3.56 -5.91 -2.52 -0.5989
C -2.65 -4.78 -3.04 -0.0678
C -2.03 -5.19 -4.38 -0.5979
C -3.50 -3.54 -3.26 -0.6085
C -1.53 -4.54 -2.03 0.0287
C -0.63 -5.58 -1.73 -0.2120
C 0.40 -5.43 -0.82 -0.1949
C 0.55 -4.21 -0.19 -0.2376
S 1.76 -3.72 0.98 0.4128
C 1.04 -2.13 1.04 0.0002
N -0.04 -1.99 0.22 -0.7387
C -0.33 -3.16 -0.46 0.2058
C -1.37 -3.33 -1.37 -0.2825
C 1.52 -0.99 1.72 -0.1580
C 2.90 -0.72 1.92 -0.1920
C 3.33 0.57 2.08 -0.1934
C 2.42 1.65 2.09 -0.2823
C 1.06 1.39 2.10 -0.1754
C 0.57 0.08 1.98 -0.2058
H -4.36 -6.10 -3.24 0.2145
H -4.00 -5.64 -1.57 0.2136
H -3.00 -6.84 -2.39 0.2115
H -2.83 -5.37 -5.12 0.2153
H -1.45 -6.11 -4.30 0.2116
H -1.38 -4.41 -4.77 0.2070
H -4.28 -3.75 -4.00 0.2229
H -2.91 -2.70 -3.65 0.1994
H -4.00 -3.21 -2.34 0.2095
H -0.74 -6.54 -2.23 0.2207
H 1.07 -6.25 -0.61 0.2300
H -2.06 -2.51 -1.54 0.2102
H 3.62 -1.52 1.85 0.2289
H 4.39 0.77 2.18 0.2290
H 2.77 2.67 2.20 0.2292
H 0.36 2.20 2.28 0.2232
Cl 0.13 -0.57 -2.84 0.0417
C 1.66 0.34 -2.95 -0.3836
Cl 2.13 0.89 -1.32 0.0458
H 1.51 1.21 -3.58 0.2466
H 2.43 -0.32 -3.33 0.2554
```

Results
LUMO level (alpha / beta) = -2.99 / -3.41 eV
Maximum force = 0.39 eV Å⁻¹
Charge = +1
Spin multiplicity = 6
Orbital gap (alpha / beta) = 0.1850 / 0.2663 hartree

=====

# 3
Here is C42H34CaF9N11OPS as an isolated structure from the OMol25 dataset. Energies are from ωB97M-V/def2-TZVPD.

```
100
Properties=species:S:1:pos:R:3:mulliken_charge:R:1
Ca -0.57 -0.32 -0.19 1.8979
N -3.13 2.70 1.93 0.1868
C -2.09 2.59 1.12 -0.6401
N -1.65 1.34 1.14 -0.2470
C -2.51 0.73 2.01 0.7404
N -3.42 1.53 2.52 -0.8732
C -2.50 -0.71 2.32 -0.3552
C -3.17 -1.22 3.43 -0.5431
N -3.27 -2.52 3.64 -0.5871
C -2.71 -3.32 2.74 -0.8520
C -2.00 -2.82 1.65 -0.7682
N -1.88 -1.51 1.45 1.1792
H -3.66 3.53 2.16 0.1981
H -1.67 3.40 0.55 0.5673
H -3.63 -0.55 4.14 0.5417
H -2.82 -4.39 2.89 0.4992
H -1.53 -3.47 0.93 0.6304
S 1.64 0.14 -1.60 -0.7473
C 0.75 0.92 -2.92 0.3205
N 1.33 1.34 -4.03 -0.4806
N 2.60 1.14 -4.16 0.4322
C 3.29 1.51 -5.33 0.5978
C 2.64 2.13 -6.39 -0.2998
C 3.37 2.45 -7.52 -0.5268
C 4.73 2.16 -7.61 -0.5408
C 5.36 1.55 -6.54 -0.5333
C 4.65 1.22 -5.40 -0.4763
N -0.59 1.22 -2.95 -0.8164
N -1.32 0.81 -2.01 0.7668
C -2.68 1.24 -2.09 -0.1815
C -3.61 0.54 -1.33 0.3304
C -4.94 0.94 -1.31 -0.8961
C -5.34 2.05 -2.05 -0.6221
C -4.41 2.73 -2.82 -0.6263
C -3.08 2.34 -2.84 -0.6240
H 3.09 0.67 -3.40 0.1647
H 1.59 2.35 -6.31 0.4023
H 2.87 2.94 -8.35 0.3669
H 5.29 2.41 -8.50 0.3826
H 6.42 1.32 -6.59 0.3621
H 5.14 0.74 -4.56 0.3480
H -3.31 -0.35 -0.78 0.4415
H -5.66 0.39 -0.72 0.4589
H -6.37 2.36 -2.03 0.4313
H -4.72 3.59 -3.40 0.4265
H -2.35 2.87 -3.43 0.5075
F 7.66 -0.31 6.09 -0.2576
C 7.72 -0.02 4.78 0.8606
F 8.53 -0.92 4.20 -0.2729
F 8.32 1.18 4.68 -0.2476
C 6.35 0.00 4.15 0.2342
C 5.34 0.68 4.80 -1.1539
C 4.07 0.74 4.24 -0.2192
C 3.82 0.11 3.02 0.4235
C 4.85 -0.56 2.38 -0.4346
C 6.12 -0.63 2.94 -0.9203
P 2.18 0.07 2.20 0.7144
C 1.28 1.34 3.17 0.4150
C 1.63 2.65 2.83 -1.2035
C 1.10 3.73 3.52 -0.9488
C 0.19 3.50 4.55 0.2440
C -0.20 2.21 4.87 -0.9821
C 0.36 1.13 4.19 0.1593
C -0.41 4.68 5.27 0.7475
F 0.44 5.70 5.39 -0.2638
F -1.49 5.17 4.60 -0.2670
F -0.84 4.36 6.49 -0.2700
C 1.61 -1.57 2.78 0.5413
C 1.39 -2.51 1.77 -0.4235
C 1.03 -3.82 2.07 -0.9116
C 0.85 -4.18 3.40 0.4694
C 1.10 -3.26 4.42 -1.2674
C 1.50 -1.98 4.11 -0.4178
C 0.42 -5.57 3.76 0.8104
F -0.08 -6.23 2.69 -0.2781
F 1.43 -6.30 4.24 -0.2573
F -0.55 -5.55 4.69 -0.2553
H 5.53 1.17 5.75 0.4253
H 3.29 1.28 4.76 0.3383
H 4.67 -1.04 1.42 0.4342
H 6.92 -1.15 2.44 0.4536
H 2.35 2.83 2.04 0.4764
H 1.41 4.74 3.28 0.4849
H -0.90 2.05 5.68 0.4690
H 0.07 0.13 4.47 0.5543
H 1.52 -2.22 0.73 0.4174
H 0.88 -4.54 1.29 0.5780
H 0.98 -3.57 5.45 0.4991
H 1.75 -1.29 4.91 0.6242
C -3.17 -3.00 -2.65 -0.6815
N -1.79 -3.11 -3.11 -0.2881
C -0.75 -2.62 -2.41 0.5411
N 0.48 -2.70 -2.95 -0.3323
O -0.92 -2.14 -1.26 -0.5997
H -3.73 -3.87 -2.99 0.3715
H -3.64 -2.09 -3.03 0.2686
H -3.18 -2.98 -1.57 0.1152
H -1.63 -3.42 -4.05 0.2105
H 0.60 -2.98 -3.91 0.2123
H 1.17 -2.06 -2.56 0.1163
```

Results
LUMO level = -3.11 eV
Maximum force = 1.41 eV Å⁻¹
Charge = +1
Orbital gap = 0.2359 hartree